C59H64FN4O2P | ωB97M-V/def2-TZVPD

The geometry in ORCA input format:
```
! wB97M-V def2-TZVPD RIJCOSX def2/J DEFGRID3
* xyz 0 1
H -2.330 8.267 -2.603
N -1.858 8.222 -1.665
C -0.543 7.793 -1.845
C 0.350 7.609 -0.460
C 0.068 7.445 -3.362
C 0.783 5.947 -3.187
N 0.029 4.933 -2.387
C 0.738 3.615 -2.239
C -0.018 2.448 -1.307
C -1.499 2.881 -0.701
C -2.579 3.042 -1.968
C -3.274 1.542 -2.152
F -4.190 1.566 -3.336
C 0.690 0.956 -1.023
P -0.280 -0.213 0.106
C 0.580 -1.838 0.552
C -0.340 0.739 1.810
C -1.852 0.751 2.460
C 2.127 0.709 -1.761
C 2.896 -0.724 -1.604
C 2.181 -1.931 -2.516
C 1.539 -3.144 -2.914
C 2.875 1.856 -2.687
O 4.215 1.594 -3.311
C 4.060 1.082 -4.681
N 4.011 0.773 -5.944
C 2.192 3.364 -2.926
N 3.013 4.320 -3.749
C 2.245 5.609 -3.815
O 2.891 6.713 -4.601
C 3.537 7.682 -3.669
C 5.035 7.146 -3.232
H 0.837 8.607 -0.079
H 1.209 6.819 -0.566
H -0.399 7.210 0.367
H 0.813 8.274 -3.716
H -0.857 7.321 -4.099
H -1.980 2.099 0.016
H -1.411 3.957 -0.204
H -3.423 3.812 -1.655
H -2.048 3.345 -2.967
H -2.408 0.730 -2.276
H -3.839 1.325 -1.135
H -0.095 -2.365 1.386
H 0.553 -2.605 -0.363
H 1.647 -1.748 1.042
H -0.069 1.867 1.577
H 0.494 0.331 2.526
H -2.214 1.863 2.552
H -1.832 0.270 3.529
H -2.611 0.214 1.718
H 4.008 -0.666 -2.038
H 3.050 -1.060 -0.470
H 0.998 -4.208 -2.914
H 2.837 7.801 -2.713
H 3.599 8.761 -4.156
H 5.555 7.948 -2.554
H 4.879 6.104 -2.681
H 5.676 6.995 -4.209
C -6.896 -2.475 3.563
C -7.246 -1.876 2.354
C -6.269 -1.618 1.393
C -4.939 -1.956 1.643
C -4.587 -2.546 2.857
C -5.564 -2.808 3.816
H -7.658 -2.682 4.308
H -8.282 -1.610 2.159
H -6.543 -1.154 0.449
H -4.177 -1.757 0.894
H -3.549 -2.804 3.054
H -5.290 -3.271 4.760
C -2.819 -5.752 4.257
C -2.044 -4.869 5.008
C -0.894 -5.323 5.652
C -0.519 -6.663 5.546
C -1.299 -7.548 4.802
C -2.448 -7.093 4.156
H -3.712 -5.396 3.750
H -2.337 -3.825 5.093
H -0.288 -4.634 6.235
H 0.379 -7.017 6.045
H -1.011 -8.594 4.725
H -3.054 -7.782 3.574
C 7.427 8.931 -8.577
C 6.226 9.431 -8.075
C 5.259 8.558 -7.579
C 5.491 7.182 -7.588
C 6.688 6.681 -8.099
C 7.657 7.555 -8.592
H 8.183 9.612 -8.958
H 6.044 10.503 -8.070
H 4.324 8.948 -7.185
H 4.739 6.501 -7.199
H 6.867 5.609 -8.112
H 8.591 7.164 -8.987
C -2.393 -10.094 10.030
C -1.219 -9.950 10.768
C -0.244 -9.041 10.358
C -0.441 -8.279 9.206
C -1.611 -8.431 8.463
C -2.588 -9.337 8.875
H -3.155 -10.798 10.353
H -1.064 -10.545 11.665
H 0.670 -8.926 10.936
H 0.318 -7.569 8.888
H -1.762 -7.841 7.562
H -3.500 -9.453 8.297
C 5.173 0.547 -9.108
C 6.276 1.229 -9.621
C 6.551 1.185 -10.987
C 5.725 0.455 -11.842
C 4.627 -0.235 -11.328
C 4.350 -0.188 -9.962
H 4.955 0.587 -8.045
H 6.921 1.797 -8.955
H 7.409 1.720 -11.387
H 5.938 0.422 -12.907
H 3.987 -0.810 -11.993
H 3.493 -0.724 -9.562
C -7.396 -5.907 10.066
C -7.334 -5.634 8.699
C -6.201 -5.989 7.968
C -5.127 -6.614 8.603
C -5.186 -6.878 9.971
C -6.320 -6.527 10.702
H -8.281 -5.637 10.634
H -8.169 -5.145 8.205
H -6.154 -5.779 6.902
H -4.246 -6.892 8.033
H -4.347 -7.360 10.468
H -6.366 -6.735 11.768
*
```

**HOMO energy**: -0.3062 Ha

Here are the Löwdin charges for atoms 1 to 8, given in e: 0.031 0.062 -0.305 -0.090 -0.071 -0.088 0.107 -0.077